Computed, not measured: C29H25CrN2O3 as an isolated structure in a non-equilibrium geometry, with wB97M-V/def2-TZVPD.

The value obtained for the HOMO-LUMO gap (alpha / beta) is 7.27 / 5.16 eV. As for the multiplicity: 4. The net charge is +2. For the LUMO energy (alpha / beta), the calculation gives -4.6 / -8.4 eV. The value obtained for the total energy is -2499.15666 hartree.

Geometry as XYZ:
```
60
Properties=species:S:1:pos:R:3:forces:R:3:lowdin_charge:R:1
O 5.3337 6.3226 1.5872 -0.15 -1.29 0.03 0.21
C 5.1882 5.1943 1.6557 0.29 2.34 -0.14 -0.09
Cr 4.9428 3.3387 1.7368 0.59 0.23 0.09 0.26
C 3.4308 3.5488 2.8234 -2.12 0.30 1.36 -0.08
O 2.4986 3.6643 3.4691 1.11 -0.15 -0.74 0.22
C 6.0283 3.1555 3.2489 1.34 -0.10 1.88 -0.09
O 6.6968 3.0218 4.1615 -0.69 0.08 -0.98 0.22
C 6.3889 2.7188 0.2567 0.51 -0.22 -0.50 -0.09
C 5.3370 3.4095 -0.3989 -0.05 -0.53 -0.20 -0.09
C 3.9948 3.0280 -0.1817 -0.37 -0.07 -0.53 -0.05
C 3.6757 1.9270 0.6869 0.90 -0.13 -0.55 -0.30
C 2.3466 1.5955 0.9404 -2.93 -0.47 0.66 0.06
C 1.1545 1.4606 1.3013 4.49 0.57 -1.31 0.00
C -0.0870 1.4219 1.7633 -1.55 -0.41 0.73 -0.04
C -1.0276 2.4763 1.6322 -0.42 0.52 -0.21 -0.23
C -2.3173 2.3430 2.1706 0.22 -0.16 -0.05 -0.02
C -3.2599 3.3260 1.9902 -0.20 0.00 0.11 -0.06
C -2.9417 4.4685 1.2758 -0.29 0.15 -0.05 -0.06
C -1.6672 4.6399 0.7657 0.17 0.15 -0.10 -0.06
C -0.7164 3.6648 0.9499 0.02 -0.13 0.08 -0.02
C 4.7567 1.2314 1.3303 -0.19 -0.60 -0.06 -0.05
C 6.0955 1.6201 1.1064 -0.20 -0.01 -0.41 -0.10
H 7.4280 2.9961 0.0658 -0.42 0.00 0.19 0.15
H 5.5658 4.2132 -1.1050 -0.10 -0.16 0.48 0.15
H 3.1802 3.5267 -0.7144 0.37 -0.10 0.34 0.15
H -0.3949 0.5300 2.2797 -0.13 -0.24 0.20 0.12
H -2.5587 1.4576 2.7311 -0.09 -0.26 0.12 0.11
H -4.2485 3.2092 2.4078 -0.07 -0.02 0.03 0.11
H -3.6918 5.2270 1.1144 -0.06 0.10 0.03 0.11
H -1.4212 5.5417 0.2252 0.03 0.06 -0.03 0.11
H 0.2827 3.8095 0.5798 0.24 0.00 -0.18 0.10
H 4.5244 0.3866 1.9813 0.10 0.37 -0.18 0.16
H 6.9059 1.0878 1.6093 -0.29 0.24 -0.12 0.15
C -3.4847 -5.7046 -0.1418 -0.13 0.36 0.18 -0.14
C -2.4941 -4.8064 0.6174 -0.11 -0.30 0.16 -0.11
C -2.1943 -3.5263 -0.1076 -0.23 -0.88 0.71 -0.10
C -2.4509 -3.3936 -1.4745 -0.76 -1.34 -0.96 -0.06
N -2.9638 -4.4645 -2.2310 0.74 0.84 0.61 0.07
C -3.1198 -5.8007 -1.6238 -0.18 0.03 0.40 -0.09
C -3.0687 -4.3590 -3.6994 -0.16 0.39 -0.12 -0.09
C -3.3861 -2.9287 -4.1379 -0.13 0.30 0.27 -0.14
C -2.3920 -1.9265 -3.5280 -0.09 0.05 -0.34 -0.12
C -2.1462 -2.1651 -2.0661 -0.18 0.37 -1.05 -0.10
C -1.5921 -1.1787 -1.2754 0.08 0.41 -0.52 -0.07
N -1.3288 -1.2893 0.0158 -0.03 -0.12 -0.05 0.13
C -1.6369 -2.4545 0.5597 0.05 -0.34 0.54 -0.07
H -3.5277 -6.7039 0.3139 0.14 0.26 -0.30 0.13
H -4.4964 -5.2911 -0.0463 0.14 -0.02 -0.09 0.13
H -2.8776 -4.5727 1.6192 0.06 -0.09 -0.24 0.14
H -1.5524 -5.3448 0.7776 -0.01 0.01 -0.05 0.14
H -2.1721 -6.3339 -1.7469 0.14 0.08 -0.09 0.15
H -3.8729 -6.3665 -2.1820 0.10 0.31 -0.02 0.14
H -2.1136 -4.6827 -4.1245 0.13 -0.06 0.11 0.15
H -3.8268 -5.0621 -4.0597 0.10 0.08 0.30 0.14
H -3.3908 -2.8501 -5.2342 0.13 -0.19 0.35 0.13
H -4.4034 -2.6717 -3.8177 0.14 -0.10 0.02 0.13
H -1.4333 -1.9863 -4.0567 -0.02 -0.04 0.03 0.14
H -2.7473 -0.8976 -3.6713 0.05 -0.26 0.01 0.14
H -1.3348 -0.2375 -1.7353 -0.01 0.23 -0.10 0.13
H -1.4162 -2.5638 1.6098 -0.02 -0.04 0.24 0.13
```
Forces are in eV/Å.


Computed, not measured: C36H55N3S4SbSeSi3V as an isolated structure in a non-equilibrium geometry, with wB97M-V/def2-TZVPD.

The value obtained for the HOMO-LUMO gap (alpha / beta) is 7.22 / 6.80 eV. As for the multiplicity: 2. The net charge is +1. For the LUMO energy (alpha / beta), the calculation gives -2.1 / -2.0 eV. The value obtained for the total energy is -7615.87129 hartree.

Geometry as XYZ:
```
104
Properties=species:S:1:pos:R:3:forces:R:3:lowdin_charge:R:1
V 1.6704 -0.0799 0.7038 1.54 0.04 -0.64 -0.14
C 4.5096 -0.8543 2.7161 0.00 0.08 0.01 -0.47
C 3.5501 -0.2032 3.6962 0.00 -0.01 -0.05 -0.44
S 1.8600 0.0234 3.0346 -0.10 0.03 0.57 0.83
C 1.6309 1.7610 3.4881 0.10 -0.02 0.01 -0.51
C 2.4916 2.7487 2.7119 -0.03 -0.12 0.04 -0.45
S 2.5022 2.4204 0.9230 -0.26 0.28 0.06 0.80
C 4.2746 2.5689 0.6074 0.07 -0.15 0.08 -0.50
C 5.1351 1.5632 1.3725 -0.03 0.09 -0.07 -0.47
S 4.5765 -0.1260 1.0635 -0.23 0.04 -0.08 0.89
H 5.5121 -0.8616 3.1389 0.08 -0.04 0.04 0.09
H 4.2229 -1.8865 2.5213 -0.03 -0.07 0.00 0.07
H 3.4632 -0.8310 4.5813 0.06 -0.01 0.06 0.09
H 3.9132 0.7724 4.0224 0.02 -0.05 -0.02 0.07
H 0.5845 1.9545 3.2939 -0.18 0.04 0.01 -0.01
H 1.7942 1.8640 4.5617 -0.01 0.07 0.01 0.10
H 2.1074 3.7544 2.8624 0.06 0.07 0.07 0.07
H 3.5216 2.7394 3.0627 -0.03 0.00 0.01 0.07
H 4.3676 2.4156 -0.4669 0.04 0.01 -0.05 0.04
H 4.5718 3.5937 0.8327 0.05 -0.03 -0.02 0.09
H 6.1662 1.6469 1.0333 0.05 0.05 0.02 0.09
H 5.1262 1.7517 2.4451 0.03 0.02 -0.03 0.07
S -1.7064 -4.7484 1.0479 0.28 -0.24 0.13 1.12
C -3.1825 -3.9132 0.7657 -0.10 -0.11 -0.02 -0.47
C -4.4866 -4.4085 0.7244 -0.04 0.06 -0.01 -0.07
C -5.5107 -3.5163 0.4603 0.07 -0.04 0.01 -0.07
C -5.2411 -2.1565 0.2503 -0.03 -0.02 0.01 -0.06
C -3.9481 -1.6788 0.2983 0.01 0.06 0.10 -0.06
C -2.9019 -2.5652 0.5530 0.18 0.26 0.10 -0.34
N -1.5528 -2.2195 0.6202 -0.49 0.36 0.15 0.04
C -0.8163 -3.2313 0.8848 0.58 -0.27 0.15 -0.50
C 0.6825 -3.2429 0.9295 -0.29 -0.05 -0.01 -0.22
C 1.2651 -4.4787 1.2294 -0.12 -0.05 -0.02 -0.08
C 2.6100 -4.7304 1.0208 -0.08 -0.09 0.07 -0.07
C 3.3682 -3.7425 0.4315 0.23 0.28 -0.07 -0.09
C 2.8097 -2.4849 0.2022 -0.44 -0.38 0.17 -0.23
C 1.4785 -2.1314 0.5363 -0.05 -1.01 -0.25 -0.21
H -4.6917 -5.4601 0.8949 0.02 0.12 -0.03 0.11
H -6.5329 -3.8724 0.4157 0.06 0.02 0.01 0.11
H -6.0598 -1.4732 0.0524 0.05 -0.06 0.02 0.11
H -3.7301 -0.6279 0.1593 -0.01 -0.15 0.08 0.05
H 0.6524 -5.2871 1.6129 -0.01 0.03 -0.03 0.07
H 3.0335 -5.6997 1.2588 -0.05 0.07 -0.03 0.11
H 4.3982 -3.9346 0.1496 -0.03 0.02 0.00 0.11
H 3.4406 -1.7671 -0.2968 0.03 0.09 -0.08 -0.02
C 1.4165 -2.2368 -3.4052 0.09 0.09 -0.28 -0.01
N 1.5772 -0.9596 -4.0986 -0.15 -0.57 0.06 -0.04
C 2.0392 0.1718 -3.5436 -0.43 -0.22 -0.19 -0.68
Se 2.5997 0.4342 -1.8062 0.58 0.29 -0.02 0.78
N 2.0720 1.0990 -4.5183 0.07 0.12 -0.32 0.13
C 1.6349 0.5604 -5.7368 0.18 0.37 0.36 -0.17
C 1.4939 1.0964 -7.0077 0.03 0.14 -0.02 0.00
C 1.0209 0.2449 -7.9924 -0.01 -0.02 -0.03 -0.07
C 0.7045 -1.0914 -7.7143 0.01 0.02 0.03 -0.07
C 0.8494 -1.6182 -6.4408 -0.07 -0.17 -0.08 0.00
C 1.3203 -0.7582 -5.4624 0.01 -0.21 0.46 -0.15
H 1.6838 -2.1017 -2.3615 0.02 0.01 0.03 0.04
H 2.0689 -2.9833 -3.8557 0.05 0.02 -0.03 0.11
H 0.3822 -2.5650 -3.4729 0.03 -0.01 -0.04 0.08
H 2.3608 2.0441 -4.3382 0.01 0.07 -0.03 0.16
H 1.7409 2.1312 -7.2206 -0.03 -0.13 0.01 0.12
H 0.8939 0.6202 -9.0017 0.01 -0.04 0.11 0.11
H 0.3381 -1.7265 -8.5111 0.03 0.04 0.04 0.11
H 0.6070 -2.6538 -6.2245 0.03 0.14 -0.02 0.12
C -0.9003 4.1973 2.6080 0.17 0.17 0.43 -0.20
Si -1.3917 3.3299 1.0395 0.04 -0.18 -0.03 0.30
C -0.6775 4.3316 -0.3505 0.27 0.15 -0.37 -0.22
C -3.2434 3.3823 0.9301 -0.47 0.06 -0.03 -0.21
Sb -0.7927 0.8232 0.9432 -1.08 0.46 0.09 0.95
Si -2.0985 0.2237 3.1374 0.00 -0.08 -0.28 0.34
C -1.8054 -1.5359 3.6434 -0.02 -0.41 0.01 -0.21
C -3.9167 0.6039 3.0848 -0.44 0.07 -0.19 -0.21
C -1.4745 1.2009 4.5988 0.29 0.24 0.21 -0.22
Si -1.7391 0.5628 -1.4609 0.16 -0.03 0.18 0.34
C -1.4126 -1.1696 -2.0342 -0.01 -0.36 -0.16 -0.21
C -0.6625 1.7225 -2.4555 0.09 0.24 -0.19 -0.23
C -3.4922 1.0239 -1.8784 -0.43 0.12 0.05 -0.21
H -1.1736 5.2543 2.4942 0.05 -0.12 0.05 0.05
H 0.1777 4.1542 2.7976 -0.24 0.10 0.01 0.01
H -1.4241 3.8106 3.4872 0.09 0.21 -0.19 0.02
H -0.7127 5.3885 -0.0562 0.00 -0.12 -0.09 0.04
H -1.2602 4.2151 -1.2683 0.09 0.05 0.09 0.02
H 0.3640 4.0702 -0.5692 -0.15 0.10 0.02 0.01
H -3.5748 4.4050 0.7008 0.02 -0.18 0.06 0.05
H -3.7065 3.0767 1.8741 0.04 0.09 -0.19 0.01
H -3.6173 2.7170 0.1447 0.00 0.16 0.18 0.00
H -2.5243 -2.2276 3.1947 0.11 0.03 0.05 0.03
H -1.9181 -1.5805 4.7350 0.00 -0.03 -0.15 0.05
H -0.7959 -1.8660 3.3893 -0.03 -0.03 0.05 0.02
H -4.4028 0.4150 2.1232 0.04 0.03 0.18 0.02
H -4.0905 1.6498 3.3629 -0.04 -0.20 -0.02 0.02
H -4.4004 -0.0323 3.8390 0.03 0.13 -0.11 0.05
H -0.5663 0.7521 5.0124 -0.07 0.07 0.01 0.03
H -2.2651 1.1191 5.3554 0.11 -0.02 -0.03 0.05
H -1.2981 2.2620 4.4247 -0.03 -0.18 0.13 0.00
H -0.4621 -1.5442 -1.6391 -0.19 0.09 -0.05 0.01
H -1.3769 -1.1630 -3.1331 -0.02 0.03 0.12 0.04
H -2.2072 -1.8520 -1.7166 0.20 0.11 -0.22 0.03
H 0.2286 2.0504 -1.9191 -0.03 0.00 -0.08 -0.02
H -1.2349 2.6051 -2.7565 0.08 -0.09 -0.02 0.03
H -0.3347 1.2037 -3.3653 -0.12 0.12 0.11 0.02
H -4.2544 0.5487 -1.2540 0.06 0.17 -0.22 0.02
H -3.6569 0.6906 -2.9128 -0.01 0.08 0.13 0.05
H -3.6395 2.1086 -1.8450 -0.01 -0.18 -0.08 0.03
```
Forces are in eV/Å.